[1]
ORCA calculation (ωB97M-V/def2-TZVPD) on a cluster of 13 separate species, C46H62F2NO44P in total at a distorted geometry.

Calculated values
LUMO   -0.20 eV
Frontier orbital gap   0.3631 Ha
Total energy   -155013.808 eV
Total charge   0
Strongest force on any atom   7.60 eV/Å
Highest occupied orbital energy   -10.08 eV

Positions of all 156 atoms, in Å:
C  -1.2530  -2.3869  -1.7163
C  0.1412  -1.7713  -1.9630
C  0.9086  -2.4241  -3.1010
F  1.0520  -3.8233  -2.8657
C  2.3063  -1.8897  -3.3719
C  2.1892  -0.4825  -3.9998
O  2.9542  -2.7537  -4.3781
C  4.2401  -2.3838  -4.4054
O  4.9930  -2.5686  -5.2967
O  4.5694  -1.7493  -3.2575
C  3.4400  -1.9804  -2.3119
C  3.7896  -3.3406  -1.6678
P  2.7976  -3.8191  -0.2186
O  2.0106  -2.6776  0.2970
O  3.8423  -4.3281  0.8640
O  1.9936  -5.1350  -0.5967
C  3.6043  -0.8936  -1.2409
O  4.5480  -0.9370  -0.5157
N  2.6515  0.1481  -1.1525
C  2.6311  0.7494  0.1318
O  3.2394  1.6772  0.4935
F  1.8025  0.1057  0.9240
H  -1.2960  -3.4449  -2.0061
H  -2.0463  -1.8203  -2.2138
H  -1.4168  -2.3370  -0.6341
H  0.0175  -0.6993  -2.1693
H  0.7261  -1.8505  -1.0452
H  0.3407  -2.3192  -4.0420
H  2.9732  0.2053  -3.6787
H  2.2611  -0.5946  -5.0903
H  1.2219  -0.0245  -3.7790
H  3.8307  -4.1322  -2.4228
H  4.8027  -3.2201  -1.2640
H  3.7863  -3.7454  1.6479
H  1.9496  -5.3027  -1.5514
H  2.7922  0.8766  -1.8560
C  6.0093  -2.4513  4.7125
C  4.7403  -1.9938  4.0093
O  4.4316  -3.1395  3.2035
C  4.9952  -4.2384  3.7719
O  4.7108  -5.3407  3.4238
O  5.8507  -3.8818  4.7403
H  6.1113  -2.0733  5.7250
H  6.9091  -2.2149  4.1430
H  3.9103  -1.8262  4.6934
H  4.8802  -1.1121  3.3903
C  6.9077  3.1962  2.2116
C  5.8899  2.0707  2.1483
O  5.6511  1.8092  3.5391
C  5.9519  2.9249  4.2460
O  5.6890  3.0902  5.3942
O  6.5768  3.8253  3.4547
H  6.8189  3.9134  1.4003
H  7.9360  2.8346  2.2646
H  4.9553  2.3737  1.6818
H  6.2566  1.1709  1.6598
C  -0.8900  -0.3146  4.1974
C  -1.0639  -1.8140  4.2973
O  -1.8774  -2.1060  3.1541
C  -1.7088  -1.1172  2.2413
O  -2.1156  -1.1611  1.1219
O  -1.0035  -0.0986  2.7773
H  0.0656  0.0290  4.5773
H  -1.6864  0.2326  4.6995
H  -0.1144  -2.3432  4.1965
H  -1.5607  -2.1373  5.2025
C  -5.7561  -1.9992  6.7900
C  -5.3894  -1.4457  5.4236
O  -4.3464  -0.5254  5.7600
C  -3.7929  -0.8869  6.9399
O  -2.7983  -0.4108  7.3874
O  -4.5236  -1.8668  7.5141
H  -6.0641  -3.0407  6.7747
H  -6.5171  -1.3980  7.2884
H  -4.9829  -2.2079  4.7552
H  -6.1967  -0.9154  4.9266
C  2.4211  -3.1563  -7.4624
C  2.3382  -3.4439  -8.9514
O  1.0912  -2.8260  -9.3093
C  0.8250  -1.8586  -8.4098
O  -0.0312  -1.0350  -8.5135
O  1.6660  -1.9403  -7.3617
H  3.4239  -2.9875  -7.0820
H  1.9323  -3.9252  -6.8628
H  3.1371  -2.9627  -9.5168
H  2.3078  -4.5020  -9.1942
C  -2.6366  -0.3985  -6.8105
C  -3.5538  0.8102  -6.7900
O  -4.0543  0.7843  -5.4435
C  -3.1728  0.1146  -4.6713
O  -3.2120  0.0713  -3.4806
O  -2.2384  -0.4926  -5.4329
H  -1.7662  -0.2836  -7.4452
H  -3.1663  -1.3127  -7.0845
H  -3.0158  1.7464  -6.9416
H  -4.3756  0.7553  -7.4978
C  2.5579  1.9495  4.6547
C  3.1981  3.1995  5.2317
O  2.0541  3.9957  5.5567
C  0.9890  3.1863  5.7253
O  -0.0687  3.5468  6.1444
O  1.2981  1.9204  5.3395
H  3.1145  1.0403  4.8685
H  2.3747  2.0207  3.5818
H  3.7559  2.9965  6.1458
H  3.8318  3.7366  4.5300
C  1.5304  -4.6485  4.5139
C  0.0315  -4.4075  4.4775
O  -0.1197  -3.2949  5.3732
C  1.0554  -2.6301  5.4393
O  1.2214  -1.5682  5.9495
O  2.0292  -3.3375  4.8212
H  1.9478  -4.9926  3.5716
H  1.8303  -5.3280  5.3121
H  -0.3156  -4.1081  3.4867
H  -0.5593  -5.2479  4.8299
C  -6.7642  4.5365  -4.6026
C  -5.2840  4.4287  -4.9174
O  -5.2939  3.7870  -6.1977
C  -6.4872  4.0182  -6.7899
O  -6.7408  3.7496  -7.9228
O  -7.3437  4.5867  -5.9165
H  -7.0356  5.4180  -4.0330
H  -7.1409  3.6505  -4.0908
H  -4.8065  5.4042  -5.0211
H  -4.7281  3.8252  -4.2051
C  -10.8094  3.4783  -1.1838
C  -10.6421  3.3775  -2.6912
O  -9.6949  4.4185  -2.9539
C  -8.9922  4.6583  -1.8232
O  -8.0195  5.3432  -1.7677
O  -9.5434  4.0086  -0.7773
H  -10.9842  2.5251  -0.6938
H  -11.5902  4.1845  -0.8982
H  -10.2085  2.4252  -2.9993
H  -11.5546  3.5588  -3.2515
C  6.7637  2.5349  -2.9644
C  5.8513  1.3264  -3.0339
O  4.5527  1.9270  -3.0997
C  4.6855  3.1881  -3.6016
O  3.7781  3.8752  -3.9345
O  5.9918  3.5254  -3.6554
H  7.7201  2.3945  -3.4588
H  6.9291  2.8763  -1.9410
H  6.0051  0.7381  -3.9396
H  5.9196  0.6720  -2.1687
C  -4.1626  3.6652  4.0989
C  -3.9351  3.5474  5.5966
O  -5.1533  2.9132  6.0221
C  -5.6972  2.2615  4.9757
O  -6.6225  1.5100  5.0493
O  -5.0503  2.5711  3.8332
H  -3.2566  3.5703  3.5072
H  -4.6777  4.5885  3.8289
H  -3.0904  2.9052  5.8496
H  -3.8176  4.5042  6.0966

=====

[2]
ORCA calculation (ωB97M-V/def2-TZVPD) on the ion C8H16N2O2PS with charge +1.

Calculated values
LUMO   -3.32 eV
Frontier orbital gap   0.3331 Ha
Total energy   -35748.290 eV
Total charge   +1
Structure (SMILES)   Cn1c(O)[nH+]c([PH2]=S)c1CCCCO
Strongest force on any atom   0.74 eV/Å
Highest occupied orbital energy   -12.38 eV

Positions of all 30 atoms, in Å:
C  -2.2069  1.1586  -0.4992
N  -1.2722  0.1837  -1.0577
C  -1.6507  -0.8703  -1.7805
O  -2.8884  -1.2640  -2.0308
N  -0.5777  -1.5364  -2.1508
C  0.5535  -0.8986  -1.6580
P  2.2409  -1.5135  -1.8483
S  3.1046  -2.0965  -0.2313
C  0.1202  0.1793  -0.9684
C  0.9574  1.1989  -0.2695
C  0.6485  1.4967  1.2053
C  1.2603  0.4596  2.1625
C  0.2781  -0.5539  2.7315
O  -0.7370  0.0458  3.5202
H  -3.1756  1.0305  -0.9710
H  -2.3251  0.9896  0.5676
H  -1.8313  2.1617  -0.6755
H  -3.3641  -0.6631  -2.6232
H  -0.5857  -2.4006  -2.6730
H  2.0410  -2.4792  -2.8466
H  2.8555  -0.4688  -2.5489
H  1.9749  0.8040  -0.3089
H  0.9642  2.1140  -0.8698
H  -0.4216  1.5771  1.3951
H  1.0501  2.4841  1.4272
H  2.0682  -0.0792  1.6640
H  1.7010  0.9809  3.0136
H  0.8187  -1.2168  3.4069
H  -0.1463  -1.1931  1.9456
H  -1.4543  0.3694  2.9717

=====

[3]
ORCA calculation (ωB97M-V/def2-TZVPD) on a structure of composition C34H26IN6O2S2Ti at a distorted geometry.

Calculated values
LUMO   -3.96 eV
Frontier orbital gap   0.2164 Ha
Total energy   -101596.795 eV
Total charge   +1
Strongest force on any atom   2.03 eV/Å
Highest occupied orbital energy   -9.85 eV

Positions of all 72 atoms, in Å:
Ti  0.0397  0.3853  -0.1500
C  3.4241  1.7059  5.0312
S  3.0330  0.3126  3.9550
C  1.5491  0.7719  3.1713
S  0.9373  2.4573  3.1375
N  0.9103  -0.1929  2.6354
N  -0.1860  0.0999  1.8679
C  -1.3593  0.0005  2.3496
C  -2.4710  0.1461  1.4139
C  -3.7895  0.0949  1.8228
C  -4.7885  0.1842  0.8642
C  -4.4280  0.2987  -0.4653
C  -3.0818  0.3539  -0.7952
N  -2.1191  0.3073  0.1218
H  4.2299  1.3365  5.6635
H  2.5795  1.9780  5.6563
H  3.7767  2.5639  4.4685
H  -1.5179  -0.1967  3.4049
H  -4.0225  -0.0255  2.8717
H  -5.8300  0.1469  1.1521
H  -5.1716  0.3430  -1.2479
H  -2.7604  0.4357  -1.8257
I  2.6905  0.3147  -0.5121
C  1.6503  3.1350  1.6440
C  2.8435  3.7966  1.7826
C  3.3301  4.6479  0.7753
C  2.5225  4.9404  -0.2826
C  1.2669  4.3052  -0.4331
C  0.3651  4.7475  -1.4369
C  -0.8620  4.1750  -1.5564
C  -1.1519  3.0096  -0.8060
C  -0.2901  2.4719  0.1272
C  0.8698  3.2735  0.4560
H  3.3950  3.7024  2.7072
H  4.2912  5.1285  0.8923
H  2.8169  5.6836  -1.0135
H  0.6575  5.5784  -2.0675
H  -1.5866  4.5541  -2.2656
H  -2.0800  2.5079  -1.0465
C  -0.4731  -5.7214  -12.0451
O  -0.4077  -6.5490  -10.8932
C  -0.4011  -5.9550  -9.6817
C  -0.4452  -4.5714  -9.4868
C  -0.4322  -4.0607  -8.2020
C  -0.3762  -4.9152  -7.1067
C  -0.3349  -6.2932  -7.3095
C  -0.3456  -6.8142  -8.5839
N  -0.3560  -4.4947  -5.7552
N  -0.3542  -3.2679  -5.5730
C  -0.3475  -2.8902  -4.1974
C  -0.4317  -3.7621  -3.1406
C  -0.4101  -3.3141  -1.8087
C  -0.3084  -1.9754  -1.5281
O  -0.2599  -1.4732  -0.2828
C  -0.2520  -1.0596  -2.6045
N  -0.1793  0.2673  -2.2644
C  -0.0467  1.1654  -3.2216
C  -0.0138  0.8118  -4.5763
C  -0.1243  -0.5052  -4.9350
C  -0.2497  -1.4974  -3.9378
H  -0.4775  -6.3948  -12.8963
H  0.3970  -5.0643  -12.1063
H  -1.3877  -5.1248  -12.0493
H  -0.4883  -3.8951  -10.3271
H  -0.4666  -2.9923  -8.0416
H  -0.2914  -6.9424  -6.4447
H  -0.3118  -7.8801  -8.7616
H  -0.5076  -4.8196  -3.3519
H  -0.4531  -4.0187  -0.9889
H  0.0439  2.1977  -2.9109
H  0.1019  1.5883  -5.3184
H  -0.1081  -0.8097  -5.9720

=====

[4]
ORCA calculation (ωB97M-V/def2-TZVPD) on a cluster of 7 separate species, H14O7 in total.

Calculated values
LUMO   0.07 eV
Frontier orbital gap   0.4031 Ha
Total energy   -14559.990 eV
Total charge   0
Structure (SMILES)   O.O.O.O.O.O.O
Strongest force on any atom   0.34 eV/Å
Highest occupied orbital energy   -10.90 eV

Positions of all 21 atoms, in Å:
O  3.3379  0.8153  -0.5497
H  3.6148  -0.0772  -0.3135
H  3.6468  0.9472  -1.4516
O  -1.6068  0.4012  -2.8501
H  -0.9942  0.2938  -2.1108
H  -1.1110  0.1249  -3.6263
O  2.7531  2.5490  1.6696
H  2.8696  2.0786  0.8282
H  2.7533  3.4830  1.4415
O  -4.5856  -0.2200  0.1888
H  -4.9704  -0.3419  1.0615
H  -3.6338  -0.2259  0.3469
O  1.5962  -3.2233  -0.4867
H  1.1282  -2.3875  -0.6152
H  0.9187  -3.9012  -0.5713
O  0.0035  0.1041  -0.2225
H  -0.6602  -0.0990  0.4574
H  0.5891  0.7529  0.1855
O  -2.0823  -0.3332  1.8695
H  -1.6372  -1.1086  2.2341
H  -1.9298  0.3678  2.5150

=====

[5]
ORCA calculation (ωB97M-V/def2-TZVPD) on an isolated molecule of C17H24N6O3 at a distorted geometry.

Calculated values
LUMO   0.41 eV
Frontier orbital gap   0.3109 Ha
Total energy   -33096.813 eV
Total charge   0
Structure (SMILES)   [H]/N=C(\N)NCCC[C@H](N)C(=O)N[C@@H](Cc1c[nH]c2ccccc12)C(=O)O
Strongest force on any atom   7.37 eV/Å
Highest occupied orbital energy   -8.05 eV

Positions of all 50 atoms, in Å:
H  -4.7533  7.7473  -1.8446
N  -3.9356  7.1784  -2.2373
C  -4.2364  5.9007  -2.1258
N  -5.3102  5.1331  -1.5642
N  -3.2041  5.0490  -2.5641
C  -2.4788  4.0466  -1.7242
C  -1.1105  3.8579  -2.3973
C  -0.1821  2.8561  -1.6819
C  -0.7758  1.4768  -1.3481
N  -1.8899  1.8436  -0.3702
C  0.2738  0.3327  -0.9536
O  0.9462  -0.0622  -1.8593
N  0.5189  0.1341  0.4952
C  1.4342  -0.9126  0.9343
C  1.1710  -2.3644  0.2477
C  2.1473  -3.4163  0.7341
C  3.4463  -3.6670  0.5817
N  3.9319  -4.6265  1.3252
C  2.9286  -5.1633  2.1085
C  3.0941  -6.1690  3.1313
C  1.8924  -6.4764  3.7460
C  0.6588  -5.7900  3.4953
C  0.7051  -4.7317  2.4909
C  1.7746  -4.4564  1.7589
C  2.8040  -0.3894  0.9080
O  3.4469  -0.2274  1.9562
O  3.3691  0.0684  -0.2405
H  -6.2090  5.4874  -1.5773
H  -5.3654  4.2542  -2.0518
H  -2.5748  5.8920  -2.8179
H  -3.2555  3.0459  -1.8169
H  -2.4254  4.3987  -0.4839
H  -1.2173  3.4269  -3.5300
H  -0.4605  4.6863  -2.5654
H  0.7006  2.6574  -2.2706
H  0.0399  3.4042  -0.6927
H  -1.2834  1.1773  -2.3743
H  -1.3748  2.2639  0.4974
H  -2.4524  1.0119  -0.1142
H  -0.1358  0.4062  1.1354
H  0.9677  -1.1509  1.8177
H  1.1027  -2.3344  -0.8640
H  0.1978  -2.9336  0.5792
H  4.1356  -3.4287  -0.2517
H  4.9144  -5.2288  0.9801
H  4.1019  -6.4132  3.2321
H  1.7682  -7.2895  4.5300
H  -0.2009  -6.1540  4.0116
H  -0.3083  -4.2698  2.4965
H  2.6680  -0.0813  -0.8715

=====

[6]
ORCA calculation (ωB97M-V/def2-TZVPD) on an isolated molecule of C3H7N3S2 at a distorted geometry.

Calculated values
LUMO   0.36 eV
Frontier orbital gap   0.3372 Ha
Total energy   -29363.681 eV
Total charge   0
Structure (SMILES)   C/C(=N/N)N(S)C=S
Strongest force on any atom   1.90 eV/Å
Highest occupied orbital energy   -8.82 eV

Positions of all 15 atoms, in Å:
C  -0.5664  -1.7768  -0.7631
C  -0.0576  -0.4193  -0.5101
N  0.2285  0.3953  -1.4421
N  0.7366  1.6364  -1.0943
N  0.1853  -0.0522  0.8440
S  1.8278  -0.2249  1.4030
C  -0.7799  0.4245  1.6865
S  -2.3419  0.6801  1.2548
H  -1.5512  -1.9238  -0.3340
H  -0.6565  -1.9080  -1.8725
H  0.1372  -2.5735  -0.3757
H  0.7188  2.2176  -1.9186
H  0.2202  2.0743  -0.3391
H  2.2760  0.8369  0.7485
H  -0.3770  0.6134  2.7128